No. 1
Entry from the OMol25 dataset: 2 unconnected molecules or ions with the total composition C5H2ClF5O in a non-equilibrium geometry (ωB97M-V/def2-TZVPD).

Results
LUMO (spin up / spin down) in Eh: -0.0349 / -0.0349
HOMO (spin up / spin down) in eV: -9.38 / -9.38
Orbital gap (spin up / spin down) in eV: 8.428 / 8.424
Energy relative to the best compared isomer or geometry (same formula, charge and spin) in kJ/mol: 171.5

Element x y z (Å)
Cl: -1.09555 0.87250 -2.76225
F: -0.36148 -2.20670 -0.91588
F: -1.70249 0.42388 1.90732
F: -0.24282 -2.13951 1.33183
F: 1.45732 -2.09751 0.08929
F: -1.55674 1.70825 0.09347
O: 1.53826 0.74893 -2.35690
C: 0.37021 0.63048 -2.16375
C: 0.16537 -1.65188 0.19202
C: 0.48568 0.93965 1.03539
C: -0.95349 0.74537 0.80603
C: -0.02280 -0.18551 0.11899
H: 0.68489 0.67520 2.05776
H: 1.23366 1.53684 0.56669

Here are the natural (NBO) charges for atoms 1 to 4, given in e: number 1, Cl, carries 0.2113; number 2, F, carries -0.3274; number 3, F, carries -0.3200; number 4, F, carries -0.2994

---

No. 2
Entry from the OMol25 dataset: C5H2ClN in the gas phase in a non-equilibrium geometry (ωB97M-V/def2-TZVPD).

Results
LUMO in Eh: -0.0214
HOMO in eV: -9.84
Orbital gap in eV: 9.258
SMILES string: N#CC#C/C=C/Cl
Energy relative to the best compared isomer or geometry (same formula, charge and spin) in kJ/mol: 72.3

Element x y z (Å)
Cl: -3.51714 -0.40043 -0.00375
N: 3.98825 -0.80135 -0.10340
C: 2.91852 -0.19888 0.01943
C: 0.45822 0.45268 0.00794
C: -1.76315 -0.44807 -0.04673
C: -1.00444 0.68868 -0.10842
C: 1.63614 0.32865 0.15114
H: -1.37197 -1.38445 0.20837
H: -1.34441 1.76316 -0.12458

Here are the natural (NBO) charges for atoms 1 to 4, given in e: number 1, Cl, carries 0.0119; number 2, N, carries -0.2616; number 3, C, carries 0.2278; number 4, C, carries 0.1271

---

No. 3
Entry from the OMol25 dataset: C5H2FN in the gas phase in a non-equilibrium geometry (ωB97M-V/def2-TZVPD).

Results
LUMO in Eh: -0.0366
HOMO in eV: -10.27
Orbital gap in eV: 9.271
SMILES string: FC1=C=C=CC=N1
Energy relative to the best compared isomer or geometry (same formula, charge and spin) in kJ/mol: 0.0

Element x y z (Å)
F: 0.67662 1.59402 -3.77761
N: 0.79431 0.26655 -1.89053
C: -0.44722 2.18514 -1.75556
C: -0.80709 1.82805 -0.54982
C: 0.37041 1.44428 -2.47242
C: -0.53712 0.68156 0.08423
C: 0.38730 -0.07624 -0.72376
H: 0.63274 -0.96040 -0.19117
H: -0.81078 0.20704 1.04199

Here are the natural (NBO) charges for atoms 1 to 4, given in e: number 1, F, carries -0.2996; number 2, N, carries -0.4052; number 3, C, carries -0.1186; number 4, C, carries 0.1402

---

No. 4
Entry from the OMol25 dataset: C5H2O in the gas phase in a non-equilibrium geometry (ωB97M-V/def2-TZVPD).

Results
LUMO in Eh: -0.0238
HOMO in eV: -10.22
Orbital gap in eV: 9.574
SMILES string: C#CC#CC=O
Energy relative to the best compared isomer or geometry (same formula, charge and spin) in kJ/mol: 9.0

Element x y z (Å)
O: 3.10217 -0.71439 -0.01478
C: -0.34344 0.00576 -0.03090
C: 0.86273 0.09327 -0.09114
C: 2.33282 0.23887 -0.00080
C: -2.93563 -0.32637 -0.02835
C: -1.73527 -0.11928 -0.02723
H: -3.98173 -0.44282 0.12458
H: 2.69835 1.26496 0.06862

Here are the natural (NBO) charges for atoms 1 to 4, given in e: number 1, O, carries -0.4676; number 2, C, carries -0.0075; number 3, C, carries -0.0521; number 4, C, carries 0.3565

---

No. 5
Entry from the OMol25 dataset: C5H2O in the gas phase (ωB97M-V/def2-TZVPD).

Results
LUMO in Eh: -0.0722
HOMO in eV: -10.15
Orbital gap in eV: 8.183
Energy relative to the best compared isomer or geometry (same formula, charge and spin) in kJ/mol: 191.7

Element x y z (Å)
O: 1.98962 -0.84990 1.18017
C: -1.67306 -0.06959 -2.45806
C: 0.14760 0.58102 0.69728
C: -0.70823 0.67356 -0.28382
C: -1.42034 0.54055 -1.35369
C: 0.90708 -0.71095 0.67202
H: 0.37049 1.35928 1.41882
H: 0.38683 -1.52397 0.12728

Here are the natural (NBO) charges for atoms 1 to 4, given in e: number 1, O, carries -0.4829; number 2, C, carries 0.2476; number 3, C, carries -0.4363; number 4, C, carries 0.3635

---

No. 6
Entry from the OMol25 dataset: C5H2OS in the gas phase in a non-equilibrium geometry (ωB97M-V/def2-TZVPD).

Results
2S+1: 3
LUMO (spin up / spin down) in Eh: 0.0212 / -0.0983
HOMO (spin up / spin down) in eV: -7.03 / -9.56
Orbital gap (spin up / spin down) in eV: 7.602 / 6.885
Energy relative to the best compared isomer or geometry (same formula, charge and spin) in kJ/mol: 432.7

Element x y z (Å)
S: 1.41633 -0.30889 -1.54620
O: -0.12762 0.43311 2.42630
C: -0.39605 1.35585 1.36552
C: -0.28599 -0.39948 -0.78783
C: -0.19609 -1.27374 0.47410
C: -0.55429 0.53451 0.30532
C: -0.12113 -0.43387 1.47973
H: 1.23072 0.67807 -2.25649
H: -0.96589 -0.58556 -1.46045

Here are the natural (NBO) charges for atoms 1 to 4, given in e: number 1, S, carries 0.0049; number 2, O, carries -0.4387; number 3, C, carries 0.3527; number 4, C, carries -0.3606

---

No. 7
Entry from the OMol25 dataset: 9 unconnected molecules or ions with the total composition C5H30N2O9 in a non-equilibrium geometry (ωB97M-V/def2-TZVPD).

Results
2S+1: 2
LUMO (spin up / spin down) in Eh: -0.1024 / -0.2834
Total charge: +1
HOMO (spin up / spin down) in eV: -12.30 / -12.24
Orbital gap (spin up / spin down) in eV: 9.511 / 4.528
Energy relative to the best compared isomer or geometry (same formula, charge and spin) in kJ/mol: 458.0

Element x y z (Å)
O: -2.68803 0.73768 -2.23717
O: 1.32409 -3.64433 0.27017
O: 2.70483 3.52561 0.53144
O: 0.52719 4.41935 1.47632
O: 2.02675 -2.23155 -2.03397
O: 3.59844 -0.06259 -1.84526
O: -2.12754 3.02500 -0.97474
O: 1.11743 1.42085 -1.07878
O: -0.56128 -1.47362 -1.92592
N: -1.87994 -2.42656 1.38554
N: 0.07640 0.51278 2.40713
C: -0.35212 -0.92172 2.35284
C: -2.74648 -2.98307 0.35755
C: 0.94076 0.83830 1.29866
C: 0.19322 1.23738 -0.13909
C: -1.11819 -1.28204 1.06874
H: -0.68577 -1.01449 -2.76115
H: 3.28429 0.10671 -2.75844
H: 3.06173 0.53426 -1.39415
H: -2.37672 -2.45777 2.37154
H: 0.93398 -2.84980 0.40898
H: -0.67031 1.21381 2.39766
H: -0.46399 0.38776 -0.34661
H: -3.79981 -2.84180 0.67481
H: 2.66235 -1.51148 -1.68898
H: -2.32965 2.20664 -1.28120
H: 2.07270 -2.87739 -1.31866
H: -2.15421 3.56344 -1.79298
H: -0.51127 -1.61368 0.25174
H: -2.54816 -4.07747 0.30063
H: -0.34612 2.21389 -0.08267
H: 3.45239 3.33589 1.11305
H: -1.93510 0.58394 -2.83623
H: 0.03563 4.15330 0.75857
H: -2.65770 -0.09741 -1.70010
H: -2.71538 -2.55500 -0.63128
H: 0.78779 3.65958 1.97930
H: 2.24691 4.26826 0.90775
H: 0.61442 -4.33214 0.28878
H: 0.52024 -1.57918 2.51578
H: 0.31346 -1.68051 -1.89197
H: 1.70713 2.13469 -0.94914
H: -0.90857 -1.01429 3.25656
H: -1.78730 -0.41433 0.68902
H: 1.52129 1.84849 1.43063
H: 1.64023 0.01460 1.17531

Here are the natural (NBO) charges for atoms 1 to 4, given in e: number 1, O, carries -0.9350; number 2, O, carries -0.9313; number 3, O, carries -0.9860; number 4, O, carries -0.9113

---

No. 8
Entry from the OMol25 dataset: 11 unconnected molecules or ions with the total composition C5H30NO11 in a non-equilibrium geometry (ωB97M-V/def2-TZVPD).

Results
LUMO in Eh: 0.0934
Total charge: -1
HOMO in eV: -5.65
Orbital gap in eV: 8.193
Energy relative to the best compared isomer or geometry (same formula, charge and spin) in kJ/mol: 517.9

Element x y z (Å)
O: 0.23154 -0.03255 -3.97685
O: 3.11914 2.54513 -1.09260
O: 3.90878 -0.12205 1.08251
O: -1.78374 3.63717 1.05935
O: -1.96405 0.34286 -2.62596
O: 0.37364 3.21265 -1.50288
O: -2.46407 -2.67096 -2.58999
O: 2.25080 -0.11538 -2.12262
O: -0.23899 0.80777 -0.82389
O: 1.59443 -3.09016 -0.60471
O: 1.76882 2.15679 3.03879
N: -0.99577 -1.79655 0.89247
C: -1.81859 -1.38217 3.09165
C: 0.07791 0.48457 0.43869
C: -1.63595 -2.49431 2.13332
C: -1.09393 -0.34295 1.01812
C: -0.97246 -0.14085 2.63193
H: 3.41742 0.63429 0.72993
H: -2.36465 -0.44605 -2.93669
H: -0.14224 2.23442 -1.18656
H: 2.36384 1.84136 2.34195
H: 0.06925 -0.36208 2.91808
H: -2.11178 0.16709 0.66856
H: -1.93296 3.08173 1.81494
H: -1.62614 -1.93880 0.11943
H: 0.55462 3.12123 -2.33028
H: 0.19666 0.44863 -3.21228
H: 1.50826 -3.35605 -1.38551
H: -0.73546 -3.04926 2.43109
H: -0.50945 0.05270 -4.44517
H: -2.50976 -1.87237 -2.10445
H: 0.95640 -2.75708 0.04303
H: -1.67263 2.97211 0.33311
H: 1.58728 -0.06622 -1.42486
H: -1.41795 0.77172 3.03285
H: 1.25772 1.42186 3.11254
H: -1.44856 -1.71272 4.03213
H: -2.90893 -1.02817 3.13330
H: 0.14432 1.56473 1.03617
H: 3.15911 1.58724 -1.42649
H: 4.17499 -0.90075 0.67163
H: -1.54116 -3.04189 -2.49829
H: 1.62390 -0.15539 -2.97947
H: -2.43951 -3.09849 1.75638
H: 2.16748 2.65822 -0.95263
H: -1.24769 0.14500 -1.95474
H: 1.07013 0.08397 0.61497

Here are the natural (NBO) charges for atoms 1 to 4, given in e: number 1, O, carries -0.9501; number 2, O, carries -1.0090; number 3, O, carries -1.0111; number 4, O, carries -0.9334